Formula: C4H13N2O
Source: OMol25
Level of theory: ωB97M-V/def2-TZVPD

Cartesian coordinates (Å):
C  1.3243  1.7520  -1.3016
C  2.1398  0.4631  -1.3543
N  1.5339  -0.5554  -0.4217
H  1.7799  2.5333  -1.9026
H  0.3281  1.5627  -1.6978
H  1.2393  2.0934  -0.2724
H  2.1502  0.0063  -2.3411
H  3.1695  0.6266  -1.0487
H  1.4819  -0.2221  0.5449
H  2.0705  -1.4189  -0.4724
H  0.5436  -0.7482  -0.7071
C  -1.4901  -1.5177  1.7987
C  -1.3885  -0.2969  0.8956
N  -1.4935  -0.5543  -0.4862
O  -1.0969  0.8103  1.2605
H  -0.4886  -1.9307  1.9032
H  -2.1616  -2.2462  1.3513
H  -1.8897  -1.1751  2.7484
H  -2.1427  -1.2942  -0.7211
H  -1.8198  0.2841  -0.9737

Forces on the atoms, in the same order (eV/Å):
C 0.008 -0.584 -0.047
C -0.030 0.607 -0.009
N -0.427 -0.033 -0.418
H 0.129 -0.037 -0.003
H -0.081 0.131 0.045
H -0.054 0.162 0.037
H -0.061 0.001 -0.024
H 0.034 -0.080 0.121
H 0.182 0.039 -0.082
H -0.054 -0.119 0.238
H 0.248 0.074 0.159
C -0.408 0.836 -0.577
C 0.120 -0.494 -0.139
N -0.699 0.267 -0.302
O 0.217 0.232 0.307
H -0.033 -0.174 0.224
H 0.100 -0.221 0.136
H 0.204 -0.176 0.157
H 0.181 -0.328 0.045
H 0.424 -0.104 0.133

**Net charge**: +1
**2S+1**: 1


Formula: C4H13N2O
Source: OMol25
Level of theory: ωB97M-V/def2-TZVPD

Cartesian coordinates (Å):
C  1.7470  -2.0628  0.8888
C  0.6845  -1.3429  1.6960
C  0.3656  -0.1653  0.7570
C  -0.2778  -0.3671  -0.3833
N  -1.0897  0.5865  -1.0386
N  0.5422  1.1307  1.2777
H  2.6993  -1.4351  0.8469
H  1.4264  -2.5125  -0.0492
H  2.1993  -2.8129  1.5006
H  1.0052  -1.1677  2.7482
H  -0.2568  -1.9516  1.6157
H  -0.4318  -1.3571  -0.8125
H  -0.7682  0.5474  -1.9765
H  -2.1056  0.3759  -0.8627
H  -0.9449  1.5559  -0.7350
H  1.5049  1.4758  1.1179
H  0.4043  1.1039  2.2734
H  -1.7427  2.7942  -3.5462
H  -2.7069  3.2128  -2.4686
O  -2.2541  2.3922  -2.8495

Forces on the atoms, in the same order (eV/Å):
C 2.640 0.070 1.246
C -1.011 -0.607 -2.344
C -0.709 0.091 2.353
C 0.481 -1.972 1.067
N -0.719 1.283 0.690
N 0.569 0.864 -0.714
H -1.405 -0.221 -0.861
H 0.148 0.373 0.027
H -0.198 -1.281 0.326
H -0.409 0.412 -1.007
H 0.921 0.305 0.875
H 0.118 0.172 0.340
H -0.934 0.377 -1.678
H 1.045 0.225 -0.963
H 0.160 -0.116 0.255
H -0.808 -0.161 -0.006
H 0.071 0.139 0.353
H 0.383 0.029 -0.672
H 0.664 -1.768 -0.648
O -1.006 1.783 1.361

**Net charge**: +1
**2S+1**: 1


Which calculated total energy belongs to each record? In order, -9380.89418, -9378.81569 eV.